Entry 1:
A 2-piece molecular cluster, C3H11N2O3 overall in a non-equilibrium geometry. Source: the OMol25 dataset; level of theory: wB97M-V/def2-TZVPD.

Each line ends with the Mulliken charge.
Positions of all 19 atoms, in Å:
N1 0.2736 1.2630 -1.8786  -0.327
C1 0.1782 0.5910 -0.5466  0.254
C2 0.3726 -0.9018 -0.7422  -0.829
O1 1.7727 -1.2274 -0.6975  -0.497
C3 -1.1682 1.0807 0.0221  0.425
N2 -1.4364 0.5920 1.2478  -0.291
O2 -1.8389 1.8897 -0.5735  -0.603
H1 0.4578 2.2663 -1.8294  0.370
H2 0.9008 0.8366 -2.5642  0.335
H3 -0.6823 1.2709 -2.2687  0.371
H4 0.8850 0.9933 0.1794  0.245
H5 -0.1925 -1.6528 -0.1995  0.408
H6 0.1718 -1.1222 -1.7960  0.367
H7 1.9243 -1.6637 0.1418  0.311
H8 -2.0943 1.1200 1.7834  0.247
H9 -0.9807 -0.2277 1.6155  0.203
H10 1.1190 -1.3529 3.0317  0.317
H11 -0.2558 -1.9926 2.7394  0.310
O3 0.5933 -1.7625 2.3352  -0.616

Computed properties:
- Multiplicity: 1
- Total charge: +1
- ΔE to the lowest compared entry with this formula, charge and spin: 1.3160 eV

=====

Entry 2:
A 2-piece molecular cluster, C3H11N2 overall in a non-equilibrium geometry. Source: the OMol25 dataset; level of theory: wB97M-V/def2-TZVPD.

Each line ends with the Mulliken charge.
Positions of all 16 atoms, in Å:
C1 1.4185 -0.0289 2.0532  -0.569
C2 2.4144 -1.1786 2.2193  -0.881
H1 1.3496 0.5412 2.9774  0.306
H2 0.4136 -0.4063 1.8507  0.227
H3 1.7382 0.6415 1.2613  0.078
H4 3.4201 -0.8567 1.9393  0.282
H5 2.4442 -1.5307 3.2406  0.283
H6 2.1836 -2.0011 1.5470  0.269
N1 -0.4829 1.0525 -1.0272  -0.302
C3 -1.1820 0.0432 -1.4935  0.299
N2 -2.3440 0.1507 -2.0788  -0.305
H7 -0.8763 1.9851 -0.9895  0.218
H8 0.4969 1.0036 -0.7884  0.262
H9 -0.6517 -0.9000 -1.4558  0.336
H10 -2.8316 -0.6676 -2.4099  0.262
H11 -2.7674 1.0569 -2.2175  0.236

Computed properties:
- Multiplicity: 1
- Total charge: +1
- ΔE to the lowest compared entry with this formula, charge and spin: 0.3646 eV

=====

Entry 3:
One molecule with the formula C3H3N3O. Source: the OMol25 dataset; level of theory: wB97M-V/def2-TZVPD.

Each line ends with the Mulliken charge.
Positions of all 10 atoms, in Å:
O1 -1.2485 0.3994 -2.0580  -0.454
C1 -0.7031 0.2440 -1.0081  0.521
N1 0.5041 0.9568 -0.6458  -0.338
C2 1.4284 0.2592 0.0843  -0.102
C3 0.7153 -0.3691 1.0666  -0.089
N2 -0.4824 0.3604 1.0029  -0.254
N3 -1.2312 -0.4602 0.1119  -0.265
H1 2.4818 0.2963 -0.1640  0.385
H2 0.7742 -1.3793 1.4656  0.317
H3 -2.2385 -0.3073 0.1448  0.280

Computed properties:
- Multiplicity: 1
- ΔE to the lowest compared entry with this formula, charge and spin: 5.5234 eV

=====

Entry 4:
C31H26I2O5PRu as an isolated structure in a non-equilibrium geometry. Source: the OMol25 dataset; level of theory: wB97M-V/def2-TZVPD.

Each line ends with the Mulliken charge.
Positions of all 66 atoms, in Å:
Ru1 0.2035 -0.6155 0.5168  0.423
O1 -2.6852 1.3105 -1.2949  -0.618
C1 -1.8164 1.3253 -0.4656  -0.403
O2 -0.5776 0.9836 -0.6612  0.696
C2 -2.1114 1.8816 0.9608  0.683
C3 -0.8247 2.2947 1.7075  0.289
C4 -1.2164 3.1810 2.8974  -0.786
C5 -1.7708 2.1277 3.8759  -1.114
C6 -1.6244 0.8395 3.0438  0.069
O3 -0.4113 1.0808 2.3327  -0.361
C7 -2.6917 0.8430 1.9331  -0.278
C8 -2.8572 -0.6351 1.3401  -0.020
O4 -3.9362 -1.1430 1.4938  -0.696
O5 -1.8221 -1.1242 0.8274  -0.632
H1 -2.8006 2.7137 0.8021  0.661
H2 -0.0307 2.7059 1.0791  -0.375
H3 -1.9487 3.9330 2.6135  0.407
H4 -0.3407 3.6887 3.2985  0.346
H5 -2.7983 2.3199 4.1720  0.392
H6 -1.1538 2.0530 4.7712  0.371
H7 -1.5602 -0.0824 3.6216  0.609
H8 -3.6842 1.1047 2.2972  0.518
I1 2.4777 0.8399 0.7811  0.257
C9 4.1356 1.3830 -0.5532  0.070
C10 5.3577 0.9497 -0.1125  -0.706
C11 6.5267 1.4002 -0.7364  -0.844
C12 6.4445 2.3150 -1.7463  -0.844
C13 5.1954 2.7640 -2.2212  0.777
C14 5.1341 3.7217 -3.2543  -0.835
C15 3.9358 4.1538 -3.7480  -1.214
C16 2.7497 3.6223 -3.2381  -0.222
C17 2.7615 2.6938 -2.2220  1.531
P1 1.0888 2.0641 -1.7604  0.050
C18 0.2014 3.6119 -1.5340  0.622
C19 -1.1018 3.8138 -1.9830  -0.589
C20 -1.7623 4.9815 -1.6419  -0.820
C21 -1.1428 5.9299 -0.8417  -0.673
C22 0.1573 5.7286 -0.3982  -0.712
C23 0.8305 4.5732 -0.7380  -0.587
C24 0.5451 1.1463 -3.2314  0.990
C25 0.0632 1.7785 -4.3737  -0.201
C26 -0.3360 1.0097 -5.4537  -0.822
C27 -0.2617 -0.3730 -5.4026  -0.618
C28 0.2152 -1.0027 -4.2627  -0.666
C29 0.6192 -0.2429 -3.1817  -0.085
C30 3.9796 2.2584 -1.6513  0.540
H9 5.4248 0.2851 0.7346  0.431
H10 7.4772 1.0439 -0.3789  0.413
H11 7.3422 2.7132 -2.1936  0.426
H12 6.0590 4.1144 -3.6481  0.439
H13 3.8904 4.8903 -4.5345  0.473
H14 1.8074 3.9529 -3.6488  0.279
H15 -1.5985 3.0676 -2.5840  0.466
H16 -2.7709 5.1427 -1.9912  0.486
H17 -1.6782 6.8217 -0.5521  0.438
H18 0.6414 6.4669 0.2195  0.478
H19 1.8421 4.4049 -0.3930  0.460
H20 -0.0047 2.8551 -4.4266  0.314
H21 -0.7181 1.4980 -6.3376  0.445
H22 -0.5797 -0.9606 -6.2501  0.421
H23 0.2617 -2.0808 -4.2130  0.418
H24 0.9902 -0.7264 -2.2791  -0.077
I2 0.8613 -3.2399 -0.3243  0.108
C31 0.7572 -2.2941 1.6112  -0.872
H25 1.7192 -2.4110 2.1099  0.448
H26 -0.0495 -2.7677 2.1740  0.426

Computed properties:
- Multiplicity: 1
- Total charge: +1
- Total energy: -70868.6158 eV

=====

Entry 5:
C22H33CaCl2N4O3 as an isolated structure in a non-equilibrium geometry. Source: the OMol25 dataset; level of theory: wB97M-V/def2-TZVPD.

Each line ends with the Mulliken charge.
Positions of all 65 atoms, in Å:
O1 0.0816 -0.1483 -4.0691  -0.563
C1 -0.0278 0.7131 -4.9324  -0.244
C2 -0.0585 0.3833 -6.4026  0.268
C3 -0.2576 -0.9499 -6.8349  -0.570
H1 -0.6248 -1.6882 -6.1255  0.331
C4 0.0598 -1.3441 -8.1380  -0.266
H2 0.0324 -2.4011 -8.4318  0.311
C5 0.4827 -0.3826 -9.0691  -0.474
H3 0.7983 -0.6703 -10.0677  0.326
C6 0.4311 0.9749 -8.7336  -0.378
H4 0.6692 1.7445 -9.4811  0.314
C7 0.1406 1.3442 -7.4109  -0.401
H5 0.0826 2.4030 -7.1561  0.285
H6 -0.0843 1.7877 -4.6514  0.208
C8 3.1465 1.3723 -1.7251  -0.783
C9 2.3757 1.7823 -0.5836  -0.024
H7 4.1408 1.8328 -1.8744  0.371
H8 2.4979 1.5842 -2.6063  0.159
H9 3.2164 0.2694 -1.6806  0.212
C10 2.4025 2.0158 0.7075  0.352
C11 3.6606 2.2966 1.5281  -1.282
H10 1.4720 2.0010 1.2997  0.203
H11 4.5501 2.3707 0.9020  0.329
H12 3.8672 1.5139 2.2620  0.251
H13 3.5822 3.2264 2.0907  0.304
Ca1 -0.3462 -0.0088 -0.6587  1.075
Cl1 1.3274 -1.8207 -1.2630  -0.761
Cl2 -0.2210 2.3382 -1.8278  -0.671
C12 1.0806 -1.5417 2.0700  0.340
O2 0.1463 -0.8207 1.6945  -0.346
N1 1.3180 -1.8917 3.3506  0.182
C13 0.4574 -1.4174 4.4450  -0.906
C14 2.4830 -2.6761 3.7615  -0.897
H14 1.8096 -1.9443 1.3405  0.137
H15 -0.3340 -0.8063 4.0218  0.183
H16 1.0599 -0.8355 5.1539  0.313
H17 0.0324 -2.2723 4.9835  0.313
H18 3.0785 -2.8931 2.8729  0.285
H19 2.1740 -3.6201 4.2302  0.319
H20 3.0864 -2.1167 4.4907  0.300
H21 -3.0719 3.7294 2.9972  0.339
H22 -4.6291 3.9828 1.0018  0.300
C15 -2.2231 3.7978 2.3055  -0.989
C16 -3.7442 4.0096 0.3456  -0.881
N2 -2.6195 3.3259 0.9777  0.273
H23 -1.3971 3.1738 2.6414  0.210
C17 -2.1016 2.2008 0.4803  0.049
O3 -1.3144 1.4326 1.0909  -0.655
H24 -3.9650 3.5148 -0.6062  0.288
H25 -2.3835 1.9742 -0.5599  0.480
H26 -1.9188 4.8495 2.2560  0.342
H27 -3.5090 5.0683 0.1664  0.303
N3 -6.2090 -3.2553 0.7918  -0.469
C18 -5.0639 -2.5709 0.5162  1.187
C19 -4.4278 -1.7779 1.5033  -0.911
C20 -3.2372 -1.1163 1.1713  -0.561
N4 -2.6347 -1.1911 -0.0442  0.080
C21 -3.2752 -1.9180 -0.9859  -0.660
C22 -4.4604 -2.6248 -0.7614  -0.689
H28 -6.6390 -3.2199 1.7043  0.185
H29 -6.6456 -3.8416 0.0891  0.187
H30 -4.8551 -1.6824 2.5036  0.265
H31 -2.7487 -0.4897 1.9196  0.396
H32 -2.8146 -1.9368 -1.9743  0.531
H33 -4.9234 -3.2143 -1.5585  0.290

Computed properties:
- Multiplicity: 1
- Total charge: -1
- Total energy: -78938.4054 eV

=====

Entry 6:
A 2-piece molecular cluster, C6H11O2 overall in a non-equilibrium geometry. Source: the OMol25 dataset; level of theory: wB97M-V/def2-TZVPD.

Each line ends with the Mulliken charge.
Positions of all 19 atoms, in Å:
C1 -1.7156 -1.9417 -0.1427  -0.185
C2 1.0169 -0.1912 -1.4962  -1.130
C3 -1.6969 0.4488 -0.2812  0.369
C4 -1.8353 1.5783 0.5576  -0.881
C5 2.2450 0.6086 0.4095  -1.364
C6 1.4506 -0.4357 -0.3101  0.824
O1 1.1485 -1.5927 0.3894  -0.509
O2 -1.7641 -0.6951 0.0375  -0.101
H1 -2.7160 -2.3894 -0.0403  0.278
H2 -0.8396 -2.3635 -0.2998  0.421
H3 1.5286 0.5670 -2.0373  0.329
H4 -1.5017 1.4499 1.6486  0.316
H5 -2.8488 1.9949 0.5938  0.373
H6 -1.1866 2.4416 0.1789  0.339
H7 2.0346 1.4586 -0.0958  0.403
H8 1.9622 0.8751 1.3737  0.514
H9 3.2975 0.3773 0.2194  0.317
H10 0.3680 -0.8603 -2.0381  0.322
H11 1.0529 -1.3305 1.3332  0.364

Computed properties:
- Multiplicity: 1
- Total charge: +1
- ΔE to the lowest compared entry with this formula, charge and spin: 5.3905 eV

=====

Please write out number 3 again, unchanged.
One molecule with the formula C3H3N3O. Source: the OMol25 dataset; level of theory: wB97M-V/def2-TZVPD.

Each line ends with the Mulliken charge.
Positions of all 10 atoms, in Å:
O1 -1.2485 0.3994 -2.0580  -0.454
C1 -0.7031 0.2440 -1.0081  0.521
N1 0.5041 0.9568 -0.6458  -0.338
C2 1.4284 0.2592 0.0843  -0.102
C3 0.7153 -0.3691 1.0666  -0.089
N2 -0.4824 0.3604 1.0029  -0.254
N3 -1.2312 -0.4602 0.1119  -0.265
H1 2.4818 0.2963 -0.1640  0.385
H2 0.7742 -1.3793 1.4656  0.317
H3 -2.2385 -0.3073 0.1448  0.280

Computed properties:
- Multiplicity: 1
- ΔE to the lowest compared entry with this formula, charge and spin: 5.5234 eV

=====

Look up the multiplicity of the first one. 1

=====

Copy entry 5 word for word.
C22H33CaCl2N4O3 as an isolated structure in a non-equilibrium geometry. Source: the OMol25 dataset; level of theory: wB97M-V/def2-TZVPD.

Each line ends with the Mulliken charge.
Positions of all 65 atoms, in Å:
O1 0.0816 -0.1483 -4.0691  -0.563
C1 -0.0278 0.7131 -4.9324  -0.244
C2 -0.0585 0.3833 -6.4026  0.268
C3 -0.2576 -0.9499 -6.8349  -0.570
H1 -0.6248 -1.6882 -6.1255  0.331
C4 0.0598 -1.3441 -8.1380  -0.266
H2 0.0324 -2.4011 -8.4318  0.311
C5 0.4827 -0.3826 -9.0691  -0.474
H3 0.7983 -0.6703 -10.0677  0.326
C6 0.4311 0.9749 -8.7336  -0.378
H4 0.6692 1.7445 -9.4811  0.314
C7 0.1406 1.3442 -7.4109  -0.401
H5 0.0826 2.4030 -7.1561  0.285
H6 -0.0843 1.7877 -4.6514  0.208
C8 3.1465 1.3723 -1.7251  -0.783
C9 2.3757 1.7823 -0.5836  -0.024
H7 4.1408 1.8328 -1.8744  0.371
H8 2.4979 1.5842 -2.6063  0.159
H9 3.2164 0.2694 -1.6806  0.212
C10 2.4025 2.0158 0.7075  0.352
C11 3.6606 2.2966 1.5281  -1.282
H10 1.4720 2.0010 1.2997  0.203
H11 4.5501 2.3707 0.9020  0.329
H12 3.8672 1.5139 2.2620  0.251
H13 3.5822 3.2264 2.0907  0.304
Ca1 -0.3462 -0.0088 -0.6587  1.075
Cl1 1.3274 -1.8207 -1.2630  -0.761
Cl2 -0.2210 2.3382 -1.8278  -0.671
C12 1.0806 -1.5417 2.0700  0.340
O2 0.1463 -0.8207 1.6945  -0.346
N1 1.3180 -1.8917 3.3506  0.182
C13 0.4574 -1.4174 4.4450  -0.906
C14 2.4830 -2.6761 3.7615  -0.897
H14 1.8096 -1.9443 1.3405  0.137
H15 -0.3340 -0.8063 4.0218  0.183
H16 1.0599 -0.8355 5.1539  0.313
H17 0.0324 -2.2723 4.9835  0.313
H18 3.0785 -2.8931 2.8729  0.285
H19 2.1740 -3.6201 4.2302  0.319
H20 3.0864 -2.1167 4.4907  0.300
H21 -3.0719 3.7294 2.9972  0.339
H22 -4.6291 3.9828 1.0018  0.300
C15 -2.2231 3.7978 2.3055  -0.989
C16 -3.7442 4.0096 0.3456  -0.881
N2 -2.6195 3.3259 0.9777  0.273
H23 -1.3971 3.1738 2.6414  0.210
C17 -2.1016 2.2008 0.4803  0.049
O3 -1.3144 1.4326 1.0909  -0.655
H24 -3.9650 3.5148 -0.6062  0.288
H25 -2.3835 1.9742 -0.5599  0.480
H26 -1.9188 4.8495 2.2560  0.342
H27 -3.5090 5.0683 0.1664  0.303
N3 -6.2090 -3.2553 0.7918  -0.469
C18 -5.0639 -2.5709 0.5162  1.187
C19 -4.4278 -1.7779 1.5033  -0.911
C20 -3.2372 -1.1163 1.1713  -0.561
N4 -2.6347 -1.1911 -0.0442  0.080
C21 -3.2752 -1.9180 -0.9859  -0.660
C22 -4.4604 -2.6248 -0.7614  -0.689
H28 -6.6390 -3.2199 1.7043  0.185
H29 -6.6456 -3.8416 0.0891  0.187
H30 -4.8551 -1.6824 2.5036  0.265
H31 -2.7487 -0.4897 1.9196  0.396
H32 -2.8146 -1.9368 -1.9743  0.531
H33 -4.9234 -3.2143 -1.5585  0.290

Computed properties:
- Multiplicity: 1
- Total charge: -1
- Total energy: -78938.4054 eV